No. 1
A structure of composition C18H13FeN8O3, computed with ωB97M-V with the def2-TZVPD basis set.

XYZ file:
```
43
Properties=species:S:1:pos:R:3:forces:R:3
Fe -0.158 -0.227 -0.387 0.03 -0.44 -0.09
O 4.291 -4.967 2.606 0.20 0.16 0.06
N 3.565 -4.412 3.404 -0.53 -0.50 -0.15
O 3.484 -4.695 4.575 0.18 0.18 0.07
C 2.621 -3.382 2.889 0.15 0.12 0.02
C 1.818 -2.823 3.813 -0.01 0.04 0.00
C 0.878 -1.807 3.457 0.01 -0.04 0.02
C 0.014 -1.212 4.394 0.00 0.01 0.00
C -0.859 -0.242 3.975 0.02 0.00 0.00
C -0.849 0.135 2.629 0.05 0.02 0.03
N -0.042 -0.409 1.733 -0.02 0.13 0.02
C 0.807 -1.384 2.133 0.04 -0.01 -0.07
C 1.651 -2.010 1.137 -0.09 0.06 0.03
N 1.478 -1.587 -0.136 0.00 0.04 0.03
C 2.204 -2.119 -1.098 0.01 -0.03 0.02
C 3.152 -3.109 -0.848 0.00 0.00 0.00
C 3.337 -3.558 0.434 0.00 0.00 0.00
C 2.571 -3.011 1.488 0.01 0.01 0.02
H 1.894 -3.149 4.840 0.00 0.00 0.00
H 0.046 -1.526 5.429 0.00 0.00 0.00
H -1.545 0.236 4.658 0.00 0.00 0.00
H -1.519 0.907 2.274 -0.01 -0.02 -0.01
H 2.021 -1.754 -2.101 0.00 0.00 0.00
H 3.728 -3.523 -1.663 0.00 0.00 0.00
H 4.059 -4.329 0.639 0.00 0.01 -0.01
O -1.687 -1.558 -0.377 -0.08 0.13 -0.07
N -1.515 -1.298 -1.644 0.13 -0.08 -0.05
C -2.107 -1.986 -2.561 -0.10 0.02 0.02
C -3.014 -3.057 -2.273 -0.01 0.03 0.00
N -3.739 -3.913 -2.030 0.01 -0.01 0.00
C -1.765 -1.615 -3.906 0.05 -0.09 -0.01
N -1.411 -1.297 -4.951 -0.03 0.08 0.01
C -0.491 2.150 -4.934 0.04 -0.04 0.00
N 0.566 1.309 -4.352 0.03 0.01 0.04
C 1.641 0.782 -5.201 0.00 0.02 -0.02
C 0.581 1.101 -3.076 -0.16 -0.01 -0.03
N 0.550 0.915 -1.930 0.07 0.16 0.13
H -0.729 1.751 -5.916 -0.01 0.00 -0.01
H -0.160 3.185 -5.018 0.00 0.00 -0.02
H -1.381 2.090 -4.315 0.01 0.04 0.02
H 1.210 0.534 -6.167 0.00 -0.03 0.00
H 2.043 -0.127 -4.760 0.01 0.02 0.01
H 2.437 1.515 -5.328 -0.01 0.01 -0.01
```
Forces are in eV/Å.

energy relative to the best compared isomer or geometry (same formula, charge and spin) = 20.2 kJ/mol
net charge = +1
HOMO energy (spin up / spin down) = -12.4 / -12.4 eV
multiplicity = 5
gap between HOMO and LUMO (spin up / spin down) = 8.308 / 8.268 eV

---

No. 2
A structure of composition C18H14Br2GaN7O2 at a distorted geometry, computed with ωB97M-V with the def2-TZVPD basis set.

XYZ file:
```
44
Properties=species:S:1:pos:R:3:forces:R:3
Ga 0.161 -0.405 -0.559 0.03 -0.45 0.64
Br -4.425 2.938 3.234 0.72 -0.51 -0.55
C -3.180 1.976 2.162 -0.22 0.06 -0.61
C -3.554 1.506 0.879 -0.23 0.50 1.16
C -2.659 0.774 0.150 0.52 -0.36 0.12
N -1.399 0.535 0.555 0.52 0.13 0.67
C -0.984 0.999 1.773 -2.15 0.41 -0.89
C -1.883 1.731 2.596 1.06 -0.67 -0.22
C 0.406 0.696 2.103 1.42 0.12 0.42
C 0.971 1.042 3.332 0.24 -0.42 -0.42
C 2.341 0.783 3.540 -0.03 -0.25 -0.69
Br 3.229 1.308 5.128 -0.52 -0.28 -0.69
C 3.064 0.112 2.513 0.06 0.32 1.49
C 2.419 -0.225 1.342 0.06 0.05 0.03
N 1.139 0.103 1.126 -0.65 0.17 0.33
H -4.544 1.701 0.497 -0.07 -0.08 -0.01
H -2.958 0.279 -0.757 -0.05 0.18 -0.39
H -1.533 2.075 3.569 -0.30 0.01 -0.28
H 0.312 1.452 4.086 0.46 0.10 0.11
H 4.102 -0.168 2.743 -0.54 0.15 -0.52
H 2.890 -0.772 0.530 0.14 0.13 0.16
O 1.959 -3.598 -2.076 -1.71 1.83 2.03
C 1.305 -2.831 -1.367 1.07 -0.95 -1.33
O 1.487 -1.493 -1.333 -0.84 -0.91 0.05
C 0.189 -3.337 -0.417 -0.35 -0.33 -0.19
C 0.056 -4.688 -0.051 0.62 0.60 -0.19
C -0.855 -5.029 0.948 -0.37 0.26 -0.28
C -1.737 -4.041 1.435 0.74 0.25 -0.38
C -1.617 -2.740 0.959 0.42 0.13 -0.61
N -0.663 -2.407 0.045 0.41 0.66 0.25
H 0.734 -5.391 -0.547 -0.31 0.15 0.44
H -0.906 -6.057 1.319 -0.05 0.44 -0.18
H -2.478 -4.257 2.186 -0.07 -0.11 0.06
H -2.257 -1.907 1.281 0.22 -0.59 -0.07
N 0.958 2.208 -5.189 0.07 0.58 -0.44
C 1.147 3.238 -4.369 0.60 0.38 -0.55
N 1.591 4.405 -4.877 -0.51 -1.28 0.36
N 0.960 3.117 -3.049 -0.48 0.11 0.39
C 0.557 2.056 -2.469 0.60 -0.66 -0.05
N 0.301 1.061 -1.891 -0.33 0.47 0.16
H 1.052 2.284 -6.193 -0.01 -0.06 0.23
H 0.694 1.336 -4.796 -0.18 -0.70 0.03
H 1.872 4.466 -5.850 -0.11 0.18 0.45
H 1.734 5.165 -4.240 0.11 0.27 -0.01
```
Forces are in eV/Å.

net charge = +2
HOMO energy = -15.3 eV
multiplicity = 1
gap between HOMO and LUMO = 8.357 eV

---

No. 3
A structure of composition C18H14BrCuN6, computed with ωB97M-V with the def2-TZVPD basis set.

XYZ file:
```
40
Properties=species:S:1:pos:R:3:forces:R:3
Cu -0.137 -0.522 0.453 -0.31 0.28 0.24
N -0.036 0.449 -2.704 -0.08 -0.01 -0.06
C -1.255 0.613 -2.189 0.11 -0.01 -0.07
N -2.224 1.050 -2.987 0.00 0.00 0.20
C -3.409 1.217 -2.403 -0.21 -0.07 -0.03
N -4.426 1.627 -3.159 0.09 0.01 0.00
N -3.687 0.992 -1.087 0.15 0.04 -0.17
C -2.669 0.547 -0.406 0.04 -0.17 0.49
N -1.434 0.314 -0.875 -0.02 0.15 -0.08
C -2.870 0.247 1.055 0.14 0.08 -0.45
C -4.055 0.547 1.693 -0.03 -0.04 0.17
C -4.160 0.259 3.048 -0.05 0.04 -0.10
C -3.087 -0.320 3.701 0.05 -0.03 0.03
C -1.935 -0.596 2.981 -0.02 -0.01 0.00
N -1.827 -0.313 1.684 0.12 -0.19 -0.20
H 0.114 0.709 -3.663 -0.01 0.00 -0.01
H 0.748 0.243 -2.105 0.00 -0.01 0.01
H -4.274 1.793 -4.138 -0.02 0.02 -0.01
H -5.333 1.758 -2.750 -0.02 0.00 0.01
H -4.862 0.995 1.133 0.01 0.00 -0.01
H -5.073 0.485 3.582 0.01 -0.01 0.01
H -3.131 -0.562 4.753 0.00 0.00 0.00
H -1.077 -1.055 3.453 0.01 0.01 -0.02
Br 0.801 -2.837 0.458 -0.26 -0.27 0.16
C 2.590 -2.204 0.309 0.05 0.12 -0.02
C 3.615 -3.090 0.379 0.18 0.08 -0.01
C 4.935 -2.589 0.258 -0.07 -0.10 0.01
C 5.155 -1.257 0.073 -0.08 0.01 0.01
C 4.073 -0.342 0.000 0.24 0.18 -0.04
C 4.282 1.049 -0.193 -0.05 -0.13 0.02
C 3.222 1.902 -0.269 -0.03 0.07 -0.02
C 1.895 1.415 -0.153 0.05 0.06 0.04
C 1.643 0.086 0.066 0.30 0.03 -0.16
C 2.748 -0.812 0.124 -0.20 -0.11 0.03
H 3.440 -4.147 0.523 -0.01 0.00 0.00
H 5.766 -3.279 0.315 -0.02 -0.01 0.00
H 6.167 -0.882 -0.017 -0.02 0.03 0.00
H 5.294 1.423 -0.284 0.00 -0.03 0.00
H 3.394 2.960 -0.422 -0.05 0.00 0.01
H 1.079 2.127 -0.237 0.00 -0.02 0.02
```
Forces are in eV/Å.

energy relative to the best compared isomer or geometry (same formula, charge and spin) = 0.0 kJ/mol
net charge = +1
HOMO energy (spin up / spin down) = -11.1 / -11.1 eV
multiplicity = 2
gap between HOMO and LUMO (spin up / spin down) = 7.729 / 6.699 eV

---

No. 4
The ion C18H14BrN2O3S with charge -1 at a distorted geometry, computed with ωB97M-V with the def2-TZVPD basis set.

XYZ file:
```
39
Properties=species:S:1:pos:R:3:forces:R:3
C -4.194 0.769 3.044 0.53 -0.52 0.34
O -3.416 -0.394 3.395 -0.54 0.67 0.33
C -2.095 -0.399 3.065 0.76 0.21 -1.00
C -1.409 -1.625 3.193 -0.47 0.38 -0.19
C -0.209 -1.794 2.536 0.72 0.57 -0.08
C 0.354 -0.769 1.744 1.01 -0.10 -0.55
C 1.748 -1.073 1.038 -0.67 0.21 2.50
C 2.773 0.029 1.145 -0.32 0.54 -0.03
C 4.054 -0.264 0.687 2.05 -0.38 -0.34
N 5.148 -0.527 0.349 -1.45 0.20 0.35
C 2.689 1.015 2.134 -0.30 1.11 0.88
N 2.601 1.873 2.932 0.09 -1.02 -0.87
C -0.265 0.482 1.728 0.31 0.13 0.50
C -1.442 0.701 2.464 -0.54 -0.73 -0.29
H -5.224 0.506 3.285 0.11 0.06 -0.01
H -3.878 1.634 3.639 -0.11 -0.08 -0.10
H -4.111 1.012 1.976 0.08 -0.15 0.18
H -1.859 -2.447 3.745 -0.02 0.21 -0.10
H 0.369 -2.713 2.667 -0.36 0.18 -0.15
H 2.154 -1.881 1.695 -0.39 -0.10 -0.34
H 0.210 1.343 1.233 -0.20 -0.57 0.18
H -1.908 1.690 2.480 0.22 -0.39 -0.14
Br 0.134 -2.634 -0.723 -0.07 -0.54 -0.14
C 1.761 -1.722 -0.297 0.27 0.72 -2.03
S 2.146 -0.620 -2.047 0.21 -0.24 -0.75
C 0.716 0.285 -2.933 -0.01 -0.22 1.39
C -0.571 0.431 -2.407 0.10 -0.10 -0.61
C -1.540 1.113 -3.170 0.55 -0.09 -0.02
C -1.203 1.654 -4.418 0.56 -0.15 0.40
C 0.092 1.483 -4.926 0.02 -0.13 0.25
C 1.053 0.802 -4.177 0.31 -0.26 -0.29
O 3.238 0.341 -2.003 -1.21 -0.75 0.22
O 2.307 -1.782 -2.912 0.14 0.28 0.20
H 2.629 -2.409 -0.436 -0.73 0.67 -0.15
H -0.815 -0.061 -1.467 -0.07 0.38 -0.12
H -2.555 1.218 -2.792 0.21 0.00 -0.01
H -1.917 2.248 -4.974 -0.12 -0.16 -0.03
H 0.375 1.868 -5.910 -0.21 -0.06 0.38
H 2.059 0.618 -4.580 -0.48 0.23 0.24
```
Forces are in eV/Å.

net charge = -1
HOMO energy = -3.7 eV
multiplicity = 1
gap between HOMO and LUMO = 6.069 eV

---

No. 5
An isolated molecule of C18H14Cl3NO2 at a distorted geometry, computed with ωB97M-V with the def2-TZVPD basis set.

XYZ file:
```
38
Properties=species:S:1:pos:R:3:forces:R:3
C 1.544 -1.775 4.392 -1.42 0.18 0.07
C 1.998 -1.597 2.921 -0.63 -0.73 -0.27
C 2.198 -3.049 2.386 0.30 0.08 0.06
C 3.372 -0.932 2.811 -0.48 0.26 1.72
C 0.973 -0.726 2.094 1.74 -1.19 -1.19
C 0.660 0.560 2.523 -0.33 -0.26 0.38
C -0.063 1.428 1.734 -0.66 1.29 -0.50
C -0.466 1.055 0.446 1.06 -2.31 1.23
C -0.113 -0.208 -0.007 -0.02 1.31 1.10
C 0.661 -1.091 0.762 -0.91 0.38 0.14
C -0.735 -0.307 -1.332 0.83 -4.77 -2.04
O -0.627 -1.357 -1.974 -0.62 2.06 0.14
N -1.442 0.842 -1.688 0.61 -0.34 0.76
C -1.991 1.234 -2.932 -0.35 -0.29 -2.54
C -3.030 2.181 -3.004 0.45 -0.29 0.66
C -3.511 2.600 -4.235 0.73 -0.80 -0.27
Cl -4.742 3.791 -4.212 -0.21 0.15 -0.22
C -3.001 2.065 -5.448 -1.00 1.17 0.07
Cl -3.648 2.654 -6.951 0.20 -0.20 0.32
C -1.998 1.121 -5.429 0.26 -0.48 1.60
Cl -1.331 0.462 -6.878 -0.10 0.06 0.27
C -1.523 0.683 -4.173 0.81 -0.25 1.04
C -1.212 1.694 -0.621 -0.14 3.83 1.15
O -1.458 2.881 -0.543 -0.69 -0.37 -0.85
H 1.839 -2.730 4.859 0.17 0.46 -0.38
H 1.841 -0.963 5.028 0.64 0.45 0.36
H 0.434 -1.716 4.496 0.60 -0.35 -0.41
H 2.995 -3.564 2.998 -0.94 0.56 -0.48
H 1.265 -3.623 2.447 0.24 0.03 -0.03
H 2.568 -3.067 1.353 -0.18 0.03 0.15
H 3.388 0.072 3.245 -0.13 -0.03 0.04
H 4.056 -1.543 3.403 0.29 0.08 -0.23
H 3.687 -0.834 1.807 0.43 -0.15 -1.14
H 0.967 0.863 3.524 -0.09 0.04 -0.25
H -0.308 2.419 2.109 0.02 -0.14 -0.08
H 0.930 -2.037 0.321 0.09 -0.14 0.16
H -3.456 2.611 -2.090 0.27 -0.17 -0.48
H -0.722 -0.096 -4.140 -0.85 0.80 -0.08
```
Forces are in eV/Å.

SMILES string = CC(C)(C)c1ccc2c(c1)C(=O)N(c1cc(Cl)c(Cl)c(Cl)c1)C2=O
net charge = 0
HOMO energy = -9.1 eV
multiplicity = 1
gap between HOMO and LUMO = 8.594 eV

---

No. 6
An isolated molecule of C18H14ClN3O2 at a distorted geometry, computed with ωB97M-V with the def2-TZVPD basis set.

XYZ file:
```
38
Properties=species:S:1:pos:R:3:forces:R:3
O 2.641 1.290 -0.082 0.27 0.07 -0.18
C 1.797 1.008 0.734 -0.12 -0.38 0.41
C 2.008 -0.108 1.771 0.48 0.24 -0.20
N 0.829 -0.893 1.986 -0.29 -0.38 -0.10
N 0.190 -0.770 3.156 0.09 0.36 0.79
C -0.883 -1.540 3.092 0.17 0.04 -0.36
C -0.955 -2.166 1.847 0.43 0.19 -0.52
C 0.162 -1.724 1.147 -0.76 -0.28 0.60
C 0.364 -2.091 -0.237 -0.12 -0.16 -0.25
C 1.491 -1.823 -1.008 -0.10 -0.09 -0.05
C 1.532 -2.170 -2.345 0.13 0.05 -0.06
C 0.441 -2.784 -2.936 -0.01 0.00 0.08
C -0.684 -3.070 -2.187 -0.10 -0.01 0.18
C -0.734 -2.743 -0.837 0.31 0.03 -0.24
O -1.898 -3.030 -0.192 0.00 0.20 -0.17
C -1.906 -3.126 1.227 -0.01 -0.31 0.39
N 0.587 1.606 0.878 -0.32 -0.02 0.29
C 0.008 2.616 0.106 -0.09 0.32 -0.28
C -1.266 3.055 0.460 0.07 -0.03 0.00
C -1.886 4.049 -0.272 0.08 -0.06 0.01
C -1.253 4.620 -1.363 0.08 0.05 -0.12
C 0.013 4.175 -1.707 -0.29 -0.11 0.32
Cl 0.819 4.874 -3.064 0.11 0.10 -0.20
C 0.655 3.180 -0.989 0.14 -0.02 -0.08
H 2.255 0.353 2.733 -0.04 -0.12 -0.15
H 2.851 -0.729 1.457 -0.13 0.15 -0.01
H -1.550 -1.613 3.926 -0.12 0.03 0.23
H 2.345 -1.332 -0.572 0.10 0.09 0.05
H 2.415 -1.950 -2.925 0.08 0.02 -0.05
H 0.466 -3.046 -3.983 0.00 -0.02 -0.09
H -1.545 -3.549 -2.627 -0.10 -0.06 -0.04
H -2.938 -2.932 1.534 0.16 -0.07 -0.04
H -1.649 -4.160 1.516 -0.11 0.17 -0.12
H 0.010 1.281 1.645 0.15 -0.06 -0.10
H -1.768 2.614 1.310 -0.06 -0.06 0.10
H -2.873 4.384 0.008 -0.09 0.03 0.03
H -1.731 5.396 -1.938 -0.02 0.07 -0.07
H 1.640 2.847 -1.270 0.01 0.02 -0.02
```
Forces are in eV/Å.

SMILES string = O=C(Cn1ncc2c1-c1ccccc1OC2)Nc1cccc(Cl)c1
energy relative to the best compared isomer or geometry (same formula, charge and spin) = 0.0 kJ/mol
net charge = 0
HOMO energy = -8.3 eV
multiplicity = 1
gap between HOMO and LUMO = 8.907 eV

---

Question: Among the records above, which one has the highest net charge?
Answer: C18H14Br2GaN7O2